(1)
Entry from OMol25: a cluster of 14 separate species, C17H62N4O14 in total at a distorted geometry (the ωB97M-V functional and the def2-TZVPD basis).

Geometry as XYZ:
```
97
C17H62N4O14 (the ωB97M-V functional and the def2-TZVPD basis)
C 10.698 -1.670 1.502
C 10.166 -0.231 1.273
O 9.246 -0.171 0.344
H 9.857 -2.335 1.745
H 11.307 -1.776 2.396
H 11.137 -2.076 0.584
H 11.028 0.485 1.092
H 9.748 0.030 2.243
H 8.906 0.730 0.239
C 7.886 -5.230 -6.144
C 7.659 -6.350 -7.186
O 8.830 -6.968 -7.527
H 7.903 -5.659 -5.127
H 7.112 -4.489 -6.186
H 8.881 -4.716 -6.348
H 7.206 -5.968 -8.112
H 6.974 -6.932 -6.620
H 9.555 -6.360 -7.538
C 6.603 -1.787 1.724
C 6.234 -2.966 2.594
O 7.458 -3.392 3.141
H 7.006 -1.021 2.411
H 5.672 -1.250 1.414
H 7.270 -2.020 0.884
H 5.946 -3.769 1.889
H 5.548 -2.740 3.382
H 7.456 -4.102 3.765
C 9.086 -6.454 1.337
O 9.951 -7.101 0.436
N 8.941 -5.122 1.272
N 8.526 -6.993 2.388
H 9.221 -4.722 0.337
H 8.319 -4.563 1.862
H 8.630 -8.003 2.578
H 7.664 -6.597 2.674
C 9.267 -3.050 -1.995
O 9.474 -3.788 -0.876
N 9.227 -1.761 -1.914
N 9.126 -3.454 -3.248
H 9.299 -1.337 -0.969
H 9.013 -1.088 -2.760
H 9.382 -4.376 -3.460
H 8.884 -2.935 -4.101
C 6.066 -5.249 -0.664
O 4.941 -4.357 -0.564
H 6.794 -4.768 -0.040
H 6.377 -5.365 -1.636
H 5.801 -6.196 -0.282
H 5.091 -3.501 -0.921
C 12.757 -4.539 -0.939
O 12.476 -5.683 -0.180
H 12.332 -4.796 -1.952
H 13.881 -4.535 -1.017
H 12.369 -3.556 -0.580
H 11.520 -5.602 -0.052
C 12.563 -0.383 -1.472
O 12.011 -1.033 -2.614
H 13.321 0.347 -1.846
H 13.216 -1.059 -0.852
H 11.833 0.128 -0.916
H 11.095 -1.271 -2.343
C 5.403 -3.871 -4.184
O 4.946 -2.969 -5.198
H 4.855 -3.500 -3.362
H 6.479 -3.879 -4.159
H 5.168 -4.860 -4.412
H 4.324 -3.462 -5.680
C 9.542 -1.266 -6.109
O 8.673 -2.275 -5.918
H 9.057 -0.264 -5.878
H 9.940 -1.152 -7.107
H 10.446 -1.304 -5.479
H 7.944 -2.162 -6.587
C 9.767 -6.503 -2.443
O 9.872 -6.341 -3.930
H 8.730 -6.291 -2.123
H 10.465 -5.989 -1.878
H 9.921 -7.560 -2.185
H 9.362 -7.121 -4.293
C 5.818 -0.785 -1.439
O 6.252 -2.144 -1.397
H 6.630 -0.124 -1.164
H 5.003 -0.754 -0.763
H 5.503 -0.495 -2.457
H 7.206 -2.100 -1.501
C 11.968 -4.014 -4.887
O 13.147 -3.756 -5.530
H 11.532 -3.211 -4.372
H 12.107 -4.808 -4.110
H 11.218 -4.327 -5.558
H 13.020 -2.955 -6.052
C 9.383 1.631 -2.459
O 8.834 0.769 -3.388
H 10.059 2.195 -3.113
H 10.115 1.148 -1.780
H 8.616 2.305 -2.025
H 8.461 1.206 -4.039
```

The highest occupied orbital energy comes out at -8.6 eV. As for the relative energy (zero: lowest compared OMol25 entry of this formula, charge and spin): 209.6 kJ/mol. The calculation puts the LUMO energy at -0.0652 eV. The charge is 0.

=====

(2)
Entry from OMol25: a structure of composition C17H68Fe2O29S3 at a distorted geometry (the ωB97M-V functional and the def2-TZVPD basis).

Geometry as XYZ:
```
119
C17H68Fe2O29S3 (the ωB97M-V functional and the def2-TZVPD basis)
Fe 1.461 -1.048 -1.917
Fe 2.329 0.843 2.068
S -0.057 0.266 -0.143
O 0.796 0.737 0.964
O 0.236 -1.116 -0.372
O -1.493 0.504 -0.064
O 0.501 0.585 -1.438
S 2.940 2.264 4.114
O 3.577 1.167 3.409
O 1.800 2.200 3.218
O 2.408 1.806 5.388
O 3.693 3.512 4.084
S 3.607 -0.876 -0.334
O 4.989 -1.294 -0.512
O 3.126 -0.106 -1.433
O 2.618 -1.907 -0.619
O 3.271 -0.285 0.924
C 2.356 -0.111 -5.037
O 1.847 0.118 -3.675
H 3.437 -0.008 -4.940
H 1.926 -0.980 -5.534
H 1.995 0.691 -5.682
H 1.828 1.074 -3.588
C -1.673 1.525 -5.293
O -1.494 0.658 -6.349
H -2.642 1.420 -4.804
H -0.952 1.336 -4.497
H -1.614 2.522 -5.728
H -2.136 0.838 -7.039
C 2.358 3.532 0.565
O 3.100 2.359 0.843
H 2.675 4.449 1.062
H 2.563 3.820 -0.467
H 1.282 3.369 0.617
H 3.906 2.601 0.381
C 0.017 -5.087 -1.496
O 0.838 -3.922 -1.180
H -0.144 -5.177 -2.571
H 0.601 -5.950 -1.179
H -0.932 -5.062 -0.961
H 1.756 -4.135 -0.997
C -1.577 -1.314 -2.976
O -0.183 -1.830 -2.993
H -2.232 -1.993 -2.431
H -1.664 -0.281 -2.639
H -1.938 -1.348 -4.004
H -0.171 -2.426 -3.745
C -2.467 3.255 1.566
O -2.921 1.904 1.487
H -1.505 3.298 2.076
H -2.332 3.692 0.576
H -3.240 3.867 2.032
H -2.354 1.403 0.897
C 3.742 -3.006 -3.193
O 2.398 -2.447 -3.087
H 4.135 -2.593 -4.122
H 4.431 -2.749 -2.388
H 3.656 -4.091 -3.236
H 1.861 -2.874 -3.759
C 0.101 -5.094 2.704
O -0.472 -5.975 3.651
H 0.367 -5.649 1.804
H -0.581 -4.387 2.232
H 1.016 -4.681 3.130
H -1.325 -6.281 3.332
C -0.753 2.813 5.144
O 0.106 2.624 6.289
H -1.755 3.113 5.451
H -0.393 3.640 4.533
H -0.644 1.886 4.581
H 1.033 2.497 6.075
C -3.295 -0.431 3.768
O -2.935 -1.279 4.858
H -2.491 -0.537 3.039
H -4.240 -0.709 3.301
H -3.314 0.622 4.051
H -2.306 -0.848 5.441
C -2.638 -2.559 0.627
O -3.436 -1.406 0.319
H -3.207 -3.473 0.459
H -1.820 -2.830 -0.040
H -2.105 -2.573 1.578
H -2.872 -0.633 0.392
C 3.326 -5.307 1.269
O 3.608 -5.077 -0.136
H 2.876 -4.360 1.568
H 2.546 -6.068 1.249
H 4.128 -5.508 1.979
H 4.461 -4.638 -0.184
C -0.461 4.591 -1.678
O 0.868 4.976 -2.065
H -1.153 5.403 -1.901
H -0.680 3.677 -2.230
H -0.558 4.351 -0.619
H 0.999 5.888 -1.796
C 3.280 3.224 -3.178
O 1.893 2.821 -3.283
H 3.414 4.248 -2.829
H 3.795 2.520 -2.524
H 3.666 3.271 -4.196
H 1.359 3.486 -2.843
C -6.168 2.299 2.672
O -5.708 2.038 1.389
H -6.862 3.105 2.909
H -6.580 1.373 3.073
H -5.249 2.256 3.257
H -4.748 2.022 1.405
C 0.650 -1.507 3.141
O 1.645 -0.595 3.427
H 0.732 -1.948 2.148
H 0.554 -2.380 3.788
H -0.365 -1.112 3.111
H 1.643 -0.543 4.385
C -4.203 2.165 -1.248
O -2.955 1.910 -1.895
H -4.134 2.891 -0.438
H -4.879 2.660 -1.945
H -4.612 1.198 -0.955
H -2.506 1.222 -1.399
```

The highest occupied orbital energy (alpha / beta) comes out at -8.9 / -8.9 eV. As for the relative energy (zero: lowest compared OMol25 entry of this formula, charge and spin): 126.4 kJ/mol. Its spin multiplicity is 11. The calculation puts the LUMO energy (alpha / beta) at -0.7611 / -1.4500 eV. The charge is 0.